Entry from the OMol25 dataset: a cluster of 2 separate species, C7H8NO4S in total (the ωB97M-V functional and the def2-TZVPD basis).

Each line ends with the natural charge from an NBO analysis.
Atoms and positions in Å:
C  -0.7631  2.6499  -1.3258  -0.29
C  -1.2459  2.3431  -0.0259  -0.21
C  0.1536  1.8375  -1.9424  -0.19
C  -0.7332  1.2625  0.6736  -0.28
C  0.5542  0.7456  -1.3127  -0.27
C  0.2441  0.4554  0.0151  0.14
C  -0.5390  -1.6625  1.9157  -0.28
N  1.0430  -0.4164  0.7614  -0.32
O  2.4618  -2.1584  -1.5053  -0.93
O  0.0882  -2.5819  -1.1105  -0.94
O  1.7805  -3.3355  0.5820  -0.93
O  0.4959  -0.7536  2.0714  -0.43
S  1.4230  -2.4295  -0.5112  2.35
H  -1.0750  3.6237  -1.6845  0.19
H  -1.9356  2.9671  0.5450  0.19
H  0.4807  2.1366  -2.9388  0.20
H  -1.2043  1.0375  1.6978  0.21
H  1.1852  0.0545  -1.7049  0.22
H  -0.5050  -2.3364  2.8665  0.17
H  -0.4135  -2.4434  1.0667  0.22
H  -1.4955  -0.9958  1.8668  0.16

Computed properties:
Maximum force, hartree/bohr: 0.0597
Highest occupied orbital energy (spin up / spin down), eV: -4.01 / -4.02
Net charge: -1
LUMO energy (spin up / spin down), eV: 3.4 / 3.4
Energy above the lowest of the compared OMol25 structures with the same formula, charge and spin, kJ/mol: 293.84


Entry from the OMol25 dataset: a cluster of 2 separate species, C6H13N2SSi in total (the ωB97M-V functional and the def2-TZVPD basis).

Each line ends with the natural charge from an NBO analysis.
Atoms and positions in Å:
C  0.0094  3.7669  -2.4634  -0.14
C  1.8166  3.2349  -1.0715  -0.14
C  -2.1041  0.7683  -0.6693  -1.21
C  1.3702  -1.5662  -0.3553  -0.62
C  -0.4951  0.3853  2.1149  -1.21
C  1.1248  -0.0530  -0.5795  -0.93
N  0.0445  2.5263  -2.1349  -0.29
N  1.0756  2.2113  -1.3478  -0.33
Si  -0.4728  0.5039  0.2287  2.00
S  1.2969  4.7115  -1.7902  0.46
H  -0.7509  4.1929  -3.0877  0.25
H  2.6914  3.1757  -0.4553  0.24
H  -2.7425  1.4766  -0.1431  0.28
H  -1.9402  1.1432  -1.6784  0.30
H  -2.6584  -0.1667  -0.7468  0.29
H  0.5227  -2.1601  -0.6824  0.21
H  2.2360  -1.8731  -0.9361  0.24
H  1.5744  -1.7980  0.6850  0.21
H  -1.4661  0.6240  2.5450  0.27
H  -0.2480  -0.6320  2.4212  0.29
H  0.2437  1.0374  2.5783  0.28
H  1.9935  0.4754  -0.1913  0.26
H  1.0925  0.0964  -1.6572  0.27

Computed properties:
Maximum force, hartree/bohr: 0.0425
Highest occupied orbital energy, eV: -13.73
Net charge: +1
LUMO energy, eV: -4.6
Energy above the lowest of the compared OMol25 structures with the same formula, charge and spin, kJ/mol: 247.16


Entry from the OMol25 dataset: an isolated molecule of CH3N3O3 (the ωB97M-V functional and the def2-TZVPD basis).

Each line ends with the natural charge from an NBO analysis.
Atoms and positions in Å:
O  -2.0068  -0.0755  -0.2292  -0.59
C  -0.9905  0.4580  -0.5749  0.51
N  0.2508  0.0233  -0.3108  -0.45
N  0.2881  -1.2364  0.7784  -0.32
N  1.5043  -1.5123  1.2596  0.64
O  2.3962  -0.7718  0.9277  -0.43
O  1.5707  -2.4615  1.9925  -0.38
H  -0.9474  1.3502  -1.2281  0.14
H  1.1365  0.5062  -0.2665  0.44
H  -0.5732  -1.7480  0.8721  0.45

Computed properties:
Maximum force, hartree/bohr: 0.1119
Highest occupied orbital energy, eV: -10.73
Structure (SMILES): O=CNN[N+](=O)[O-]
Net charge: 0
LUMO energy, eV: 0.4
Energy above the lowest of the compared OMol25 structures with the same formula, charge and spin, kJ/mol: 262.66


Entry from the OMol25 dataset: a cluster of 15 separate species, H30O15 in total (the ωB97M-V functional and the def2-TZVPD basis).

Each line ends with the natural charge from an NBO analysis.
Atoms and positions in Å:
H  -0.3048  0.7729  -0.7600  0.49
H  -0.4372  -0.5856  -0.0913  0.45
H  1.7588  3.1900  -1.4896  0.49
H  1.0280  3.5701  -0.2123  0.47
H  -4.2708  -2.3829  0.2395  0.48
H  -5.3808  -1.5704  0.8859  0.47
H  1.4531  0.7745  -3.7023  0.47
H  2.7744  0.0796  -3.9873  0.47
H  -1.6827  2.8416  -0.9372  0.46
H  -1.7610  1.9644  -2.1759  0.48
H  0.7979  -1.9780  1.7940  0.48
H  1.2756  -3.3009  1.2179  0.46
H  2.9835  -2.8842  -2.1985  0.46
H  3.1846  -3.2531  -0.7379  0.47
H  -1.0429  -3.0410  3.1756  0.48
H  -0.7483  -1.5529  3.0814  0.46
H  -5.1740  -1.2816  -2.3109  0.47
H  -4.4811  -1.1648  -0.9632  0.46
H  -0.4282  -2.5293  -4.0924  0.46
H  0.3312  -1.9596  -2.9055  0.47
H  -0.6839  1.7345  2.1066  0.44
H  -0.9843  0.2472  2.0184  0.47
H  -2.5588  4.2636  -0.4705  0.46
H  -1.9504  3.7623  0.8290  0.47
H  2.5107  -0.0840  3.0020  0.47
H  1.5420  0.9825  2.5181  0.47
H  0.0126  1.0950  3.9005  0.48
H  0.1790  -0.3149  4.4433  0.48
H  5.0483  0.4018  0.5120  0.46
H  4.3787  -0.9049  0.1193  0.48
O  0.1953  0.1236  -0.2526  -0.96
O  1.0583  3.7620  -1.1563  -0.95
O  -5.2302  -2.2943  0.2677  -0.92
O  2.4055  0.8816  -3.6005  -0.93
O  -1.5728  1.9303  -1.2312  -0.93
O  1.5631  -2.3958  1.3830  -0.95
O  3.4416  -2.6008  -1.3993  -0.93
O  -1.0038  -2.3125  2.5458  -0.94
O  -4.3000  -1.2368  -1.9071  -0.95
O  -0.5612  -2.0850  -3.2475  -0.93
O  -1.0728  1.0709  1.5258  -0.91
O  -2.3768  4.5327  0.4370  -0.91
O  2.4629  0.8502  2.7697  -0.93
O  0.5203  0.2859  3.7713  -0.95
O  4.7995  -0.1235  -0.2568  -0.94

Computed properties:
Maximum force, hartree/bohr: 0.0531
Highest occupied orbital energy, eV: -9.61
Net charge: 0
LUMO energy, eV: -0.6
Energy above the lowest of the compared OMol25 structures with the same formula, charge and spin, kJ/mol: 459.11